A 6-piece molecular cluster, C24H42N6 overall at a distorted geometry. Source: the Open Molecules 2025 dataset; level of theory: ωB97M-V/def2-TZVPD.

```
72
Properties=species:S:1:pos:R:3:forces:R:3:mulliken_charge:R:1
C -0.109130 -1.485464 1.619016 0.052 0.389 -0.026 -0.6138
C -1.119592 -0.457861 1.135044 -0.273 -0.029 1.154 -0.7393
C -0.549054 0.512561 0.110284 -0.619 0.154 -1.193 -0.0146
C 0.755548 1.113876 0.402995 0.148 -0.338 0.182 0.3065
N 1.782721 1.579275 0.631851 -0.292 -0.086 0.017 -0.4751
H -0.616767 -2.173819 2.289128 0.139 -0.104 0.037 0.2470
H 0.666185 -0.956048 2.177827 0.178 -0.288 -0.041 -0.1087
H 0.355956 -2.041747 0.804114 0.007 -0.021 0.036 0.3985
H -1.473496 0.044572 2.041421 0.121 0.415 -0.190 0.2912
H -2.022694 -0.971201 0.800370 0.129 0.241 -0.660 0.4271
H -1.198372 1.343157 -0.188747 -0.304 0.013 0.665 0.0584
H -0.511680 -0.020571 -0.847036 0.640 -0.136 0.071 0.1535
C 1.296996 -0.771254 5.528937 0.602 -0.970 -1.108 -0.7599
C 2.655801 -0.035351 5.477313 -0.713 0.171 1.828 -0.7197
C 3.395957 0.091770 4.156066 0.014 -0.620 0.165 -0.0367
C 3.608612 -1.235363 3.557422 -0.263 0.062 -0.482 0.1856
N 3.732858 -2.238379 3.010576 -0.028 0.023 0.221 -0.4948
H 0.640924 -0.500519 6.349744 0.229 0.184 0.154 0.3736
H 1.565054 -1.829074 5.612746 -0.380 -0.073 0.227 0.2190
H 0.711276 -0.747899 4.604962 0.074 0.486 -0.017 0.0678
H 3.271631 -0.578817 6.200915 0.303 -0.068 -0.313 0.3247
H 2.531969 0.910559 6.012998 0.133 0.389 -0.703 0.3560
H 4.397673 0.486370 4.329110 -0.114 0.333 -0.032 0.3316
H 2.863891 0.704650 3.428250 0.048 0.088 -0.006 0.1597
C 3.795675 2.657216 -2.097215 0.296 0.014 -0.066 -0.9987
C 4.833969 3.096338 -1.072512 0.173 0.370 0.899 -0.4981
C 5.240584 2.090630 0.017354 0.525 -0.677 -0.534 -0.0108
C 5.950959 0.897724 -0.477893 -0.391 -0.078 -0.314 0.1762
N 6.469380 -0.043950 -0.883752 0.059 0.122 0.041 -0.4515
H 3.022070 1.971418 -1.755996 0.059 0.138 0.425 0.2194
H 4.307949 2.149544 -2.915722 -0.121 0.121 -0.153 0.3488
H 3.320105 3.572310 -2.450422 -0.111 -0.195 -0.352 0.3010
H 4.497947 3.941040 -0.462967 -0.408 0.055 -0.295 0.2967
H 5.694719 3.501400 -1.608063 0.186 -0.271 0.072 0.3610
H 4.341581 1.744881 0.527465 0.032 0.068 0.149 -0.0591
H 5.944995 2.520243 0.731992 -0.307 0.332 0.099 0.3203
C -3.987774 5.151421 -5.191702 0.786 0.107 -0.704 -1.3937
C -3.908312 4.250964 -3.978187 -1.621 0.317 1.015 0.0964
C -3.314824 4.914303 -2.718160 1.231 -0.398 -0.787 -0.4456
C -3.313505 4.003569 -1.573844 -0.340 0.221 0.241 0.1357
N -3.287281 3.269750 -0.689611 0.078 0.003 -0.179 -0.4272
H -4.655655 6.010211 -5.117412 -0.231 -0.221 0.445 0.3394
H -4.315348 4.564724 -6.051007 -0.008 0.076 -0.030 0.3682
H -3.023490 5.597291 -5.457857 0.097 -0.242 0.027 0.3366
H -3.471202 3.267462 -4.136579 0.507 0.218 -0.304 0.0440
H -4.946940 4.004716 -3.721512 0.022 -0.061 0.031 0.3215
H -3.716732 5.903024 -2.512140 -0.422 -0.175 0.238 0.3743
H -2.249504 5.092975 -2.911901 -0.016 0.118 -0.030 0.2597
C -4.084924 -1.746472 -4.621217 0.311 0.062 0.023 -1.2385
C -2.848030 -0.938251 -4.175674 -1.177 -0.158 0.108 -0.5213
C -3.228762 0.273451 -3.312179 -0.764 -0.567 0.465 0.1428
C -3.999222 -0.119819 -2.109158 0.417 -0.191 0.063 0.0443
N -4.594749 -0.422974 -1.174424 0.063 -0.007 -0.126 -0.5165
H -3.712214 -2.501938 -5.312553 -0.321 -0.303 0.160 0.3586
H -4.875342 -1.201116 -5.141280 0.315 0.409 -0.075 0.3217
H -4.581393 -2.188228 -3.757107 0.168 -0.290 -0.046 0.3595
H -2.303844 -0.626106 -5.063677 0.224 0.178 0.133 0.3787
H -2.245573 -1.623196 -3.580988 0.328 0.110 -0.097 0.2587
H -3.968926 0.887642 -3.830548 0.549 0.410 -0.337 0.1120
H -2.354467 0.818734 -2.962641 -0.082 0.341 -0.217 0.3007
C -0.294627 -6.179965 1.536792 -0.229 0.991 0.602 -1.3484
C -0.167590 -4.843909 2.327231 0.817 -2.034 -0.643 -0.2001
C 0.463022 -4.992359 3.728755 -0.824 0.714 -0.211 0.0230
C 1.726691 -5.685662 3.942379 -0.165 0.241 -0.564 0.2855
N 2.706641 -6.232494 4.170130 0.253 -0.206 0.040 -0.4504
H -1.086359 -5.992031 0.811164 0.030 -0.483 -0.142 0.4123
H -0.576374 -6.972775 2.228871 -0.027 -0.257 -0.292 0.3160
H 0.627319 -6.406309 1.008565 0.037 -0.248 0.111 0.3367
H -1.187869 -4.494010 2.460847 0.170 0.551 0.093 0.3788
H 0.435816 -4.221761 1.672902 -0.194 0.590 0.345 0.1081
H -0.268178 -5.508205 4.355588 0.004 0.162 0.144 0.3401
H 0.557322 -3.954878 4.060556 0.191 -0.191 0.544 -0.1545
```
Positions in Å, forces in eV/Å.

- Structure (SMILES): CCCC#N.CCCC#N.CCCC#N.CCCC#N.CCCC#N.CCCC#N
- Relative energy (zero: lowest compared OMol25 entry of this formula, charge and spin): 29.0 kcal per mole
- Net charge: 0
- Gap between HOMO and LUMO: 11.2337 eV
- E_HOMO: -0.40738 Ha

***

C24H42N6O4PV2 as an isolated structure at a distorted geometry. Source: the Open Molecules 2025 dataset; level of theory: ωB97M-V/def2-TZVPD.

```
79
Properties=species:S:1:pos:R:3:forces:R:3:mulliken_charge:R:1
V 17.397557 -0.871671 -11.843945 -1.571 0.622 -0.486 0.4086
V 21.560006 -0.319021 -12.339799 -3.083 -0.672 -0.943 1.0081
P 19.149580 -0.998437 -13.494049 1.017 1.593 0.729 2.0693
O 18.458013 -2.240281 -13.058417 -0.771 -3.600 -1.613 -0.8857
O 20.559402 -0.884703 -14.153444 -0.115 -0.179 0.031 -0.5637
O 19.538058 -0.621945 -12.028616 4.862 2.027 4.091 -0.6247
O 18.059298 0.048607 -13.582198 -0.703 0.697 -2.431 -0.6926
C 20.029668 -0.865639 -6.998691 -0.450 -0.540 0.651 -1.2447
C 20.809011 0.147757 -7.769927 -0.883 0.101 -1.098 -0.2354
C 19.828455 0.669619 -8.873025 0.491 0.862 0.545 0.0930
C 18.879804 1.745725 -8.474890 0.505 -0.735 -0.160 0.2023
N 18.129701 2.566011 -8.187744 0.067 -0.015 -0.074 -0.4289
H 20.589001 -1.185116 -6.119382 -0.387 -0.179 0.051 0.3569
H 19.680872 -1.724049 -7.572792 0.607 -0.261 -0.228 0.3364
H 19.068979 -0.422230 -6.736853 0.115 0.240 0.701 0.3513
H 21.621316 -0.281642 -8.356348 0.329 -0.178 0.374 0.2219
H 21.207798 0.884271 -7.072363 -0.080 0.326 -0.453 0.3225
H 19.268849 -0.196802 -9.225549 -0.106 0.099 -0.083 -0.0474
H 20.427368 1.038359 -9.705745 -0.176 0.284 -0.245 0.0658
C 18.207839 0.423422 -16.939800 -1.547 -0.149 0.928 -0.5576
C 17.620396 1.575741 -17.752640 0.520 -0.956 -0.172 -0.8523
C 18.459306 1.693490 -19.018773 0.202 0.541 -1.770 -0.6544
C 18.904787 0.398157 -19.684854 -1.646 4.386 2.574 0.2931
N 19.235935 -0.535571 -20.214392 1.243 -3.086 -1.398 -0.4521
H 18.006962 -0.521921 -17.443870 0.304 -0.085 -0.170 0.2930
H 17.629113 0.377919 -16.017246 0.217 -0.130 0.291 0.0992
H 19.256679 0.495335 -16.651976 0.078 0.261 -0.272 0.2536
H 17.491237 2.467600 -17.139460 0.798 0.324 -0.344 0.4251
H 16.587222 1.384195 -18.042413 0.015 -0.534 -0.021 0.3023
H 19.319170 2.362253 -18.980200 0.457 -0.388 0.682 0.3451
H 17.927118 2.246776 -19.792568 -0.466 -0.272 -0.217 0.4399
C 13.439619 -1.966375 -16.056089 -0.398 -0.119 0.632 -1.2581
C 14.632278 -2.934003 -16.071586 -0.802 0.399 0.688 -0.6847
C 15.898856 -2.516833 -15.310391 -0.185 -0.009 -0.027 1.0684
C 15.714338 -2.196933 -13.921435 -1.544 0.736 4.423 0.6155
N 15.576263 -1.905379 -12.784704 0.952 -0.493 -3.198 -0.8064
H 12.845733 -1.979926 -15.142185 0.035 -0.636 0.188 0.3484
H 12.796982 -2.314441 -16.864773 -0.197 0.550 0.047 0.3708
H 13.631938 -0.894171 -16.094825 0.560 -0.045 -0.809 0.3221
H 14.756115 -3.183584 -17.125384 0.960 -0.003 0.185 0.3781
H 14.350319 -3.855537 -15.562293 -0.347 -0.152 -0.264 0.3887
H 16.355453 -1.569068 -15.595661 0.457 -0.197 -0.991 -0.3898
H 16.561538 -3.381343 -15.270871 0.426 0.369 -0.382 0.0338
C 18.443606 5.877203 -11.895533 -2.491 -0.891 -0.639 -1.1520
C 17.501427 4.708651 -11.291254 1.338 -0.268 -1.269 -0.1870
C 17.067521 3.677566 -12.441911 -0.009 -0.891 1.132 -0.3674
C 16.709105 2.278402 -11.980800 -0.239 4.191 -0.196 0.3437
N 16.409921 1.257447 -11.604259 0.147 -3.254 0.894 -0.5682
H 17.804244 6.491912 -12.529137 -0.476 0.049 -0.080 0.3277
H 19.094760 5.470825 -12.669459 0.798 -0.017 0.721 0.3115
H 18.804392 6.643219 -11.209127 0.582 -0.809 0.291 0.3615
H 16.628321 5.124799 -10.788646 0.049 -0.138 -0.140 0.3737
H 18.048363 4.080587 -10.588045 0.058 0.383 0.301 0.1220
H 17.887666 3.310862 -13.059160 0.455 1.109 -0.521 0.2182
H 16.248123 4.070336 -13.043915 0.135 -0.191 -0.156 0.3948
C 18.200322 -4.220589 -17.013510 0.411 -0.008 -0.034 -1.6035
C 19.161687 -3.321439 -16.213779 -1.738 0.300 -0.704 2.1074
C 20.168505 -4.071276 -15.392202 0.743 0.293 0.486 0.2697
C 21.135196 -4.900932 -16.143258 -1.590 1.275 1.336 -0.1935
N 21.910145 -5.551734 -16.680517 0.941 -0.516 -0.954 -0.3733
H 18.671950 -4.855435 -17.763592 0.327 0.067 0.026 0.4285
H 17.401422 -3.695858 -17.537464 0.104 0.263 0.171 0.3681
H 17.741185 -4.906464 -16.301559 -0.153 -0.103 -0.002 0.4972
H 18.536883 -2.730528 -15.544051 -0.074 -0.369 0.514 -1.3786
H 19.583390 -2.458919 -16.729846 0.669 -0.304 -0.848 -0.4846
H 19.667167 -4.633718 -14.604538 -0.107 -0.588 -0.279 0.5762
H 20.673044 -3.304322 -14.804566 0.670 -0.118 -0.125 -0.0823
C 21.952659 -2.595083 -18.797903 1.667 1.169 1.584 -0.4108
C 23.005370 -2.096601 -17.744090 -2.787 1.038 -1.755 -0.4516
C 22.473315 -0.858571 -17.021945 0.220 -0.201 -0.993 0.4478
C 23.519183 -0.118647 -16.342165 -1.266 -0.763 0.008 -0.0666
N 24.331233 0.431536 -15.767429 0.994 0.708 0.784 -0.3975
H 21.404485 -3.481125 -18.477687 -0.515 -1.579 0.271 0.0978
H 22.419510 -2.977168 -19.705731 0.460 -0.508 -0.122 0.4234
H 21.080225 -1.970796 -18.990876 0.037 0.687 0.153 0.0692
H 23.928404 -1.709154 -18.175357 0.756 -0.369 -0.464 0.4467
H 23.348721 -2.934110 -17.136807 0.261 -0.667 0.127 0.4762
H 21.594260 -1.075496 -16.415060 -0.043 -0.101 0.560 -0.2371
H 22.079507 -0.216840 -17.810105 -0.094 0.316 -0.037 0.2583
```
Positions in Å, forces in eV/Å.

- Relative energy (zero: lowest compared OMol25 entry of this formula, charge and spin): 44.7 kcal per mole
- Net charge: +2
- Expectation value of S²: 15.7705
- Gap between HOMO and LUMO (alpha / beta): 6.4167 / 2.3301 eV
- 2S+1: 8
- E_HOMO (alpha / beta): -0.51192 / -0.55680 Ha

***

C24H42NOP3Sm as an isolated structure at a distorted geometry. Source: the Open Molecules 2025 dataset; level of theory: ωB97M-V/def2-TZVPD.

```
72
Properties=species:S:1:pos:R:3:forces:R:3:mulliken_charge:R:1
Sm 1.011997 -0.538714 -0.259619 1.879 1.346 -2.009 0.8064
P -2.105999 0.242409 1.099161 -1.783 0.189 1.035 0.8719
P -0.904816 -0.838842 -2.422766 -0.653 0.337 -1.506 0.8370
P 1.460585 1.400822 1.790145 -0.421 0.691 0.030 0.9482
H 3.621602 4.347419 -5.895931 0.629 -0.105 -0.274 0.2695
C 4.548108 4.255810 -5.320286 1.236 -0.126 -0.425 -0.4022
C 5.241494 3.110522 -5.131250 0.435 1.340 -0.426 -0.6287
H 5.269134 2.204398 -5.752239 -0.913 0.267 0.578 0.3071
C -3.457056 1.426447 1.371719 0.376 0.412 -0.472 -1.3373
C -2.887947 -1.215335 0.396065 0.152 -0.463 -0.752 -1.0549
C -1.568217 -0.275282 2.767090 0.913 0.001 0.477 -0.2959
C 0.148656 -0.581563 -3.908135 0.229 0.021 0.118 -1.2386
C -1.758991 -2.403747 -2.839057 0.025 -0.231 0.361 -1.2692
C -2.229580 0.421307 -2.717764 0.103 0.178 0.355 -1.1221
C 3.026109 2.148965 1.315839 0.438 0.092 -0.021 -1.3152
C 1.682518 0.961351 3.531670 0.146 -0.330 0.232 -1.3677
C 0.333838 2.845974 1.864869 -0.122 -0.075 -0.165 -1.0523
H 5.017384 5.229804 -4.977027 -1.084 -1.324 0.263 0.2628
H 6.014181 3.156965 -4.347083 0.189 -0.125 -0.958 0.2997
H -4.236824 0.988597 2.009326 0.335 -0.111 -0.149 0.4724
H -3.889266 1.698826 0.404064 -0.034 -0.021 0.096 0.4218
H -3.079106 2.342318 1.836071 -0.025 -0.119 0.002 0.3995
H -3.784147 -1.515353 0.969624 0.433 0.427 0.037 0.5102
H -2.205896 -2.076840 0.363088 -0.090 0.264 0.033 0.0870
H -3.204612 -0.994870 -0.627458 -0.080 -0.170 0.231 0.4281
H -2.314380 0.084416 3.512261 0.382 -0.113 -0.657 0.5056
H -0.584932 0.161657 3.034005 -0.687 -0.293 -0.081 -0.3846
H -1.483680 -1.381504 2.877294 -0.102 0.770 -0.365 0.1555
H -0.366617 -0.939213 -4.811592 0.084 0.095 0.306 0.4612
H 1.098289 -1.128175 -3.798948 -0.277 0.178 -0.133 0.3990
H 0.370947 0.489770 -4.017413 0.032 -0.307 0.055 0.3346
H -2.545773 -2.189734 -3.576077 0.289 -0.135 0.145 0.4136
H -2.213383 -2.869025 -1.952925 0.097 0.028 -0.356 0.3302
H -1.023766 -3.096925 -3.270171 -0.277 0.097 0.125 0.4223
H -2.831524 0.205351 -3.623126 0.451 0.023 0.467 0.4648
H -1.739854 1.402870 -2.831890 -0.297 -0.289 0.015 0.2735
H -2.906542 0.459993 -1.846552 0.131 0.193 -0.531 0.3353
H 3.376672 2.636998 2.224940 0.269 0.185 -0.136 0.5732
H 2.893639 2.892634 0.526625 -0.036 -0.131 -0.038 0.2344
H 3.774726 1.420707 0.990423 -0.093 0.093 0.056 0.3815
H 2.508519 1.551397 3.927665 -0.076 0.002 0.170 0.4178
H 1.928169 -0.097964 3.655730 -0.013 0.153 0.055 0.3854
H 0.778975 1.190880 4.098267 0.131 0.000 0.101 0.5039
H 0.813233 3.689995 2.380576 -0.134 -0.238 -0.099 0.4966
H -0.580751 2.572915 2.407155 0.153 0.146 -0.005 0.2693
H 0.059886 3.161980 0.849276 0.139 0.048 0.187 0.2975
C 2.260726 1.943225 -2.218371 0.870 1.833 -0.739 0.1800
C 1.290656 2.933093 -2.471983 1.214 -0.385 0.560 0.2118
C 1.737171 4.236870 -2.761486 0.613 0.211 0.249 -0.5068
C 3.128465 4.574121 -2.653674 -0.096 -0.631 -0.360 -0.9375
C 4.044103 3.482081 -2.594745 -0.502 -0.603 -0.609 -0.7069
C 3.606415 2.144462 -2.536645 -0.188 1.075 0.882 -0.5247
O 1.994498 0.860802 -1.514938 -2.386 -3.265 1.568 -0.3065
H -1.146467 0.901338 0.177936 -0.788 -0.809 1.033 -0.0108
H 0.257540 2.629104 -2.279939 0.047 0.507 -0.302 0.1890
H 0.958058 4.946152 -3.059577 0.574 0.142 0.373 0.4472
H 3.565992 5.619688 -2.741797 -1.053 -1.503 0.007 0.4463
H 5.115342 3.564257 -2.795118 -0.584 0.705 0.717 0.8237
H 4.261649 1.260696 -2.534025 -0.068 0.707 0.075 0.4284
N 0.707431 -2.566326 0.885940 -1.217 -2.189 1.984 -0.4856
C 0.271705 -3.395820 1.606319 1.064 1.116 -1.238 0.0747
C -0.199025 -4.412694 2.465678 -0.429 -0.544 0.472 0.8264
C 0.696010 -5.386168 2.985838 0.176 0.202 -0.187 -0.4589
C 0.199597 -6.381478 3.834345 0.671 0.159 -0.277 -0.6022
C -1.151109 -6.430566 4.178048 0.373 0.310 -0.314 -0.4525
C -2.025641 -5.469640 3.662823 -0.256 0.257 -0.147 -0.7316
C -1.579457 -4.467160 2.807326 0.020 0.045 -0.028 -0.0079
H 1.768971 -5.341815 2.701908 -0.906 -0.141 0.330 0.4399
H 0.908429 -7.121774 4.217504 -0.371 0.244 -0.100 0.4137
H -1.510790 -7.217382 4.836142 0.002 0.180 -0.116 0.4448
H -3.078435 -5.514758 3.935046 0.213 0.045 -0.114 0.4134
H -2.298148 -3.735109 2.390262 0.533 -0.536 0.309 0.2842
```
Positions in Å, forces in eV/Å.

- Relative energy (zero: lowest compared OMol25 entry of this formula, charge and spin): 0.0 kcal per mole
- Net charge: +3
- Expectation value of S²: 8.7892
- Gap between HOMO and LUMO (alpha / beta): 4.2362 / 4.8249 eV
- 2S+1: 6
- E_HOMO (alpha / beta): -0.52167 / -0.52217 Ha